8
Properties=species:S:1:pos:R:3:mulliken_charge:R:1 method="wB97M-V/def2-TZVPD" gap_ev="6.620 / 7.753" lumo_ev="4.88 / 4.89" charge=-1 smiles="O=NCN[O-]" max_force_ev_per_a=2.211
C -0.26 0.19 -0.34 -0.06
N -1.03 0.66 0.76 -0.44
N 0.87 -0.18 0.63 -0.07
O 1.86 0.66 0.65 -0.65
O -2.02 -0.12 1.08 -0.53
H -0.67 -0.62 -1.02 0.27
H 0.14 0.97 -1.00 0.23
H 0.58 -0.37 1.64 0.25

---

15
Properties=species:S:1:pos:R:3:mulliken_charge:R:1 method="wB97M-V/def2-TZVPD" gap_ev="5.619 / 7.459" lumo_ev="-0.27 / -0.39" max_force_ev_per_a=3.104 spin_multiplicity=8
O 1.55 -0.50 -2.05 -0.63
O 0.85 -0.36 0.02 -0.36
C -0.33 -0.21 0.85 -0.33
C -0.26 -1.32 1.89 -0.48
O -0.07 -2.56 1.32 -0.97
C 0.96 0.16 -1.21 0.57
H -0.31 0.80 1.29 0.30
H -1.23 -0.33 0.23 0.32
H -1.20 -1.23 2.48 0.29
H 0.56 -1.06 2.60 0.24
O 0.55 2.52 -1.14 -0.83
O -0.93 1.27 -2.19 -0.81
C 0.14 1.38 -1.53 0.99
Li 1.01 -2.47 -0.10 0.86
Sm -1.31 3.91 -2.48 0.82

---

15
Properties=species:S:1:pos:R:3:mulliken_charge:R:1 method="wB97M-V/def2-TZVPD" gap_ev=9.509 lumo_ev=0.91 smiles="CS/N=C/[C@H](C)F" max_force_ev_per_a=5.228
C 1.78 0.04 2.54 -0.70
C -0.82 0.63 -0.58 -0.34
C -1.26 -0.70 -1.43 0.43
C -0.39 -1.96 -1.20 -1.05
H 2.01 0.53 3.66 0.30
H 2.70 -0.42 1.89 0.24
H 0.84 -0.70 2.79 0.22
H -1.17 1.64 -0.72 0.42
H -2.36 -0.75 -1.10 0.17
H -0.73 -2.91 -1.82 0.30
H -0.38 -2.11 -0.11 0.31
H 0.63 -1.77 -1.52 0.29
N 0.07 0.22 0.28 -0.23
F -1.27 -0.37 -2.69 -0.30
S 0.84 1.26 1.45 -0.06

---

no.,electronic energy (Eh)
1,-299.74217
2,-1196.49503
3,-709.91153